22
Properties=species:S:1:pos:R:3 method="wB97M-V/def2-TZVPD" total_charge=+3 multiplicity=1 relative_energy_kj_mol=135.9 gap_ev="7.350 / 4.812"
O -0.192 3.101 0.258
C -0.100 1.961 0.119
Sc 0.311 0.026 -0.050
O 2.105 0.460 -3.657
C 1.499 0.339 -2.613
C -1.949 -0.112 -0.019
O -3.118 -0.181 -0.007
C 0.128 -1.953 -0.188
O 0.170 -3.102 -0.246
N 1.656 -0.152 6.084
C 1.321 -0.115 4.814
C 0.045 -0.558 4.357
C -0.284 -0.511 3.013
N 0.599 -0.049 2.125
C 1.820 0.396 2.478
C 2.202 0.369 3.800
H 1.046 -0.485 6.784
H 2.535 0.148 6.409
H -0.685 -0.940 5.068
H -1.282 -0.860 2.646
H 2.506 0.777 1.673
H 3.196 0.722 4.081

18
Properties=species:S:1:pos:R:3 method="wB97M-V/def2-TZVPD" total_charge=0 smiles="OC(F)=C(F)F.C1=CCC=C1" multiplicity=1 relative_energy_kj_mol=100.3 gap_ev=9.435
C -2.490 -0.700 -0.320
C -3.256 0.037 0.575
C -1.098 0.785 0.799
C -1.233 -0.230 -0.264
C -2.518 0.817 1.370
C 3.106 -0.122 -0.435
C 3.757 -0.882 -1.344
O 2.246 0.909 -0.617
F 3.278 -0.330 0.927
F 4.744 -1.701 -1.092
F 3.593 -0.819 -2.643
H -2.780 -1.444 -1.022
H -4.307 -0.270 0.753
H -0.436 0.402 1.642
H -0.715 1.798 0.506
H -0.282 -0.579 -0.741
H -2.978 1.260 2.180
H 1.367 1.069 -0.274

130
Properties=species:S:1:pos:R:3 method="wB97M-V/def2-TZVPD" total_charge=0 smiles="CCOP(=O)(OCC)OCC.CCOP(=O)(OCC)OCC.CCOP(=O)(OCC)OCC.CCOP(=O)(OCC)OCC.CCOP(=O)(OCC)OCC" multiplicity=1 relative_energy_kj_mol=828.0 gap_ev=10.625
C -2.803 11.662 1.488
C -2.602 10.720 2.659
O -1.281 10.687 3.209
P -0.897 9.208 3.677
O -2.138 8.297 3.722
O -0.091 9.384 5.069
C 0.853 10.326 5.234
C 0.985 10.440 6.745
O 0.297 8.851 2.698
C 0.710 7.555 2.277
C 1.069 7.526 0.872
H -2.137 11.472 0.646
H -3.755 11.507 0.979
H -2.577 12.713 1.670
H -3.394 10.887 3.390
H -2.817 9.793 2.129
H 1.828 9.965 4.906
H 0.580 11.249 4.722
H -0.014 10.269 7.146
H 1.731 9.763 7.161
H 1.484 11.345 7.093
H 1.642 7.324 2.792
H -0.067 6.838 2.542
H 0.088 7.582 0.401
H 1.735 8.344 0.596
H 1.483 6.558 0.590
C 1.515 -1.947 2.979
C 2.929 -2.308 2.382
O 3.967 -1.417 2.770
P 4.612 -1.409 4.216
O 3.549 -1.108 5.241
O 5.541 -2.717 4.350
C 5.918 -3.184 5.628
C 6.522 -4.616 5.513
O 5.748 -0.269 4.065
C 6.574 -0.127 2.904
C 5.927 0.906 1.922
H 0.621 -2.350 2.503
H 1.468 -2.214 4.034
H 1.255 -0.890 2.928
H 3.003 -3.283 2.864
H 2.890 -2.499 1.309
H 6.459 -2.462 6.239
H 4.886 -3.376 5.920
H 6.609 -4.974 6.539
H 5.883 -5.458 5.249
H 7.522 -4.585 5.081
H 7.510 0.114 3.409
H 6.849 -1.022 2.347
H 5.017 0.389 1.615
H 5.533 1.862 2.267
H 6.635 1.218 1.155
C 1.720 -2.371 -13.859
C 1.653 -1.331 -12.716
O 1.330 -0.123 -13.307
P 2.194 1.208 -13.204
O 3.213 1.224 -12.122
O 2.872 1.383 -14.702
C 4.069 0.602 -14.945
C 5.266 1.609 -15.120
O 1.104 2.465 -13.011
C 1.144 3.278 -11.811
C 2.350 4.229 -11.785
H 2.536 -2.011 -14.485
H 1.978 -3.416 -13.688
H 0.726 -2.343 -14.305
H 1.119 -1.731 -11.854
H 2.704 -1.335 -12.426
H 4.354 -0.087 -14.150
H 4.074 -0.217 -15.664
H 5.228 2.144 -16.069
H 5.222 2.350 -14.322
H 6.198 1.046 -15.066
H 0.213 3.821 -11.643
H 1.237 2.791 -10.840
H 3.356 3.823 -11.681
H 2.389 4.591 -12.812
H 2.341 5.051 -11.069
C -3.407 1.165 -4.950
C -3.555 0.595 -3.575
O -4.935 0.808 -3.139
P -5.719 0.021 -1.924
O -7.119 -0.461 -2.089
O -4.488 -1.126 -1.659
C -4.791 -2.465 -1.360
C -3.996 -3.290 -2.329
O -5.475 0.956 -0.569
C -4.206 1.342 -0.103
C -4.083 1.795 1.339
H -3.403 2.251 -5.039
H -2.361 1.030 -5.228
H -3.973 0.713 -5.764
H -3.403 -0.479 -3.686
H -2.711 1.015 -3.028
H -4.482 -2.664 -0.334
H -5.837 -2.772 -1.370
H -3.140 -2.855 -2.845
H -3.366 -4.060 -1.883
H -4.696 -3.613 -3.099
H -3.586 0.458 -0.252
H -3.707 1.959 -0.851
H -4.953 2.324 1.731
H -3.901 0.993 2.054
H -3.134 2.314 1.474
C -1.658 -8.066 4.646
C -2.693 -8.604 5.534
O -2.788 -8.066 6.924
P -2.581 -9.130 8.162
O -1.564 -10.224 8.036
O -4.053 -9.821 8.225
C -4.421 -10.534 9.316
C -5.942 -10.516 9.609
O -2.523 -8.067 9.419
C -1.751 -6.947 9.396
C -1.587 -6.604 10.943
H -0.766 -7.938 5.261
H -1.240 -8.746 3.904
H -2.045 -7.150 4.199
H -3.707 -8.623 5.134
H -2.477 -9.659 5.702
H -4.292 -11.612 9.216
H -4.016 -10.156 10.254
H -6.139 -11.410 10.201
H -6.143 -9.895 10.482
H -6.775 -10.424 8.912
H -0.783 -7.248 8.995
H -2.153 -6.105 8.832
H -1.607 -7.531 11.516
H -0.782 -5.947 11.271
H -2.530 -6.124 11.202